# C5H5Cl2F

A single C5H5Cl2F molecule (ωB97M-V/def2-TZVPD, the Open Molecules 2025 dataset).

Values from the calculation:
Structure (SMILES) = CC1=C(Cl)[C@@]1(Cl)CF
E = -1213.59641 Eh
Highest occupied orbital energy = -8.93 eV
LUMO level = 0.0115 hartree
Energy above the lowest of the compared OMol25 structures with the same formula, charge and spin = 433.6 kJ/mol

```
13
Properties=species:S:1:pos:R:3:forces:R:3
Cl -2.3332 1.3997 -1.1730 -3.1750 2.3753 -2.7494
Cl -1.7305 -1.6775 0.7783 0.2456 -1.8380 -0.6528
F 1.0308 -2.3541 -0.6997 -0.1998 0.7847 -0.1201
C -1.3422 0.6848 -0.1981 3.6806 -2.9129 2.3855
C -0.6407 -0.6526 -0.1847 -1.3420 2.4924 1.1377
C 0.6996 1.2059 1.2950 1.9007 1.5674 0.1632
C 0.4091 -1.2069 -1.2822 -1.1803 -1.2208 3.4691
C -0.5978 0.7488 0.8733 0.8857 -2.3804 -3.4714
H 1.2020 1.4267 0.3122 -0.0721 0.3465 1.1611
H 0.7681 2.0458 1.9947 -0.4322 0.3666 -0.5354
H 1.3577 0.5106 1.7816 -0.2233 -1.0209 0.2017
H -0.0134 -1.6633 -2.1801 -0.1942 1.0328 -0.1191
H 1.1905 -0.4679 -1.3171 0.1062 0.4072 -0.8700
```
Forces are in eV/Å.

---

# C5H5Cl2N

A single C5H5Cl2N molecule (ωB97M-V/def2-TZVPD, the Open Molecules 2025 dataset).

Values from the calculation:
Structure (SMILES) = Cn1c(Cl)ccc1Cl
E = -1168.57848 Eh
Highest occupied orbital energy = -8.35 eV
LUMO level = 0.0246 hartree
Energy above the lowest of the compared OMol25 structures with the same formula, charge and spin = 236.8 kJ/mol

```
13
Properties=species:S:1:pos:R:3:forces:R:3
Cl -2.4426 -0.5606 -0.2707 -3.1900 -0.0959 -0.1891
Cl 2.6841 -0.4626 -0.3131 -1.3853 1.7027 0.5506
N 0.0019 -0.3815 -0.2181 1.9328 -0.7385 0.5154
C -0.7359 1.6654 -0.0372 -3.3374 5.3346 -0.0389
C 0.0368 -1.8994 0.2052 -1.1830 2.9377 -2.2994
C -1.1339 0.4405 -0.3700 2.4065 -3.4789 1.7042
C 1.0995 0.4100 -0.0285 0.1456 -0.2439 -1.0933
C 0.6349 1.7301 -0.0206 2.7288 -0.0462 1.0563
H 1.1412 2.6853 0.1269 0.2574 -0.6918 -0.2178
H -0.3401 -2.2256 -0.8318 0.4961 -1.1795 2.3436
H -0.6111 -1.9149 1.1022 0.0069 -0.6815 -0.9098
H 1.0610 -2.1451 0.4979 -0.3697 -0.0171 -0.5820
H -1.3961 2.6585 0.1578 1.4914 -2.8017 -0.8397
```
Forces are in eV/Å.

---

# C5H5Cl2N

2 unconnected molecules or ions with the total composition C5H5Cl2N (ωB97M-V/def2-TZVPD, the Open Molecules 2025 dataset).

Values from the calculation:
E = -1168.49604 Eh
Highest occupied orbital energy (spin up / spin down) = -8.49 / -8.48 eV
LUMO level (spin up / spin down) = -0.0419 / -0.0422 hartree
Energy above the lowest of the compared OMol25 structures with the same formula, charge and spin = 453.3 kJ/mol

```
13
Properties=species:S:1:pos:R:3:forces:R:3
Cl 2.5617 -2.7316 -0.5542 -0.6292 0.3349 0.3951
Cl 1.3395 -1.3550 1.7471 0.5411 -0.2911 0.6405
N -0.8000 -3.9634 0.3011 1.2729 1.0837 0.3997
C 0.0837 -3.2070 0.4105 -1.5445 -1.4501 -0.7020
C -0.0041 -0.4596 -1.0167 -0.2220 -2.2385 2.1344
C 0.1797 0.7341 1.0379 2.2945 2.7529 2.2372
C 1.1137 -2.2490 0.3505 0.0280 0.3923 -0.8736
C -0.5916 0.1299 0.1381 -0.1325 -0.9940 -1.6590
H 1.1847 1.2159 0.9245 -0.8525 -0.8750 -0.9236
H 1.0876 -0.3753 -0.9730 -0.4384 0.3938 -1.3891
H -0.5825 -1.2175 -1.6526 1.1773 1.5783 0.7006
H -1.5512 -0.1718 0.4994 -0.7717 -0.0589 -0.3371
H -0.1104 1.0868 2.0435 -0.7229 -0.6283 -0.6232
```
Forces are in eV/Å.

---

# C5H5Cl2NS

2 unconnected molecules or ions with the total composition C5H5Cl2NS (ωB97M-V/def2-TZVPD, the Open Molecules 2025 dataset).

Values from the calculation:
Structure (SMILES) = [H]/N=C(\Cl)c1cccs1.Cl
E = -1566.85000 Eh
Highest occupied orbital energy = -9.13 eV
LUMO level = 0.0015 hartree
Energy above the lowest of the compared OMol25 structures with the same formula, charge and spin = 0.0 kJ/mol

```
14
Properties=species:S:1:pos:R:3:forces:R:3
Cl 1.2776 2.2051 -1.9106 0.0495 0.1056 -0.1799
Cl 2.4560 -1.0804 -0.5338 0.0859 0.0621 0.0602
S -0.7067 1.3342 1.1740 -0.0353 -0.4906 -0.2923
N 2.2321 0.9219 1.2364 -0.0001 0.4931 0.4482
C -2.1715 0.6289 0.6399 0.3363 0.0956 0.0767
C 1.6314 0.1057 0.5174 0.6777 -0.3057 -0.0213
C -0.6189 -0.8660 -0.1654 0.5063 0.2249 0.1811
C -1.9763 -0.5311 -0.0485 -0.4093 0.1409 0.0670
C 0.2018 0.0496 0.4431 -1.1265 0.0373 -0.0006
H -0.2561 -1.7447 -0.6669 0.1110 -0.0941 -0.1102
H 3.2405 0.9383 1.2323 0.1690 -0.2710 -0.2273
H 2.2169 1.3412 -2.0299 -0.0370 0.0033 -0.0145
H -2.7788 -1.1177 -0.4611 -0.1021 -0.0707 -0.0443
H -3.1022 1.1144 0.8566 -0.2254 0.0692 0.0571
```
Forces are in eV/Å.

---

# C5H5Cl2P

2 unconnected molecules or ions with the total composition C5H5Cl2P (ωB97M-V/def2-TZVPD, the Open Molecules 2025 dataset).

Values from the calculation:
E = -1455.12467 Eh
Highest occupied orbital energy (spin up / spin down) = -8.09 / -8.96 eV
LUMO level (spin up / spin down) = -0.0127 / -0.0319 hartree
Energy above the lowest of the compared OMol25 structures with the same formula, charge and spin = 316.7 kJ/mol

```
13
Properties=species:S:1:pos:R:3:forces:R:3
Cl 3.8291 0.4765 3.4769 -0.2156 0.4134 0.5389
Cl 3.8112 -2.2788 2.1707 -0.4566 -1.7833 0.3092
P 4.2777 -0.4334 1.7393 -0.0184 1.5829 -1.3943
C 0.7977 0.1263 1.3216 -0.6646 0.4713 0.4516
C 1.6535 0.1683 0.3278 2.1114 0.1387 0.8493
C 1.0350 -0.0007 -0.9402 3.2482 0.8518 -3.5873
C -0.2298 -0.1624 -0.7801 -1.5716 0.5028 3.2354
C -0.5491 -0.0689 0.6927 -0.0003 -4.5095 0.1901
H 1.3771 0.1100 -2.0172 0.4794 -0.5066 1.7895
H -1.3275 0.5223 1.0622 -1.1665 1.3021 0.1900
H 0.9550 0.2913 2.3710 0.0970 -0.1140 0.2060
H -0.9108 -1.1809 1.0179 0.7628 2.2149 -0.6300
H -0.7656 -0.4778 -1.5724 -2.6052 -0.5646 -2.1483
```
Forces are in eV/Å.

---

# C5H5Cl2P

2 unconnected molecules or ions with the total composition C5H5Cl2P (ωB97M-V/def2-TZVPD, the Open Molecules 2025 dataset).

Values from the calculation:
E = -1455.12668 Eh
Highest occupied orbital energy (spin up / spin down) = -8.47 / -8.87 eV
LUMO level (spin up / spin down) = -0.0191 / -0.0524 hartree
Energy above the lowest of the compared OMol25 structures with the same formula, charge and spin = 311.4 kJ/mol

```
13
Properties=species:S:1:pos:R:3:forces:R:3
Cl 3.1908 -1.9298 -0.7644 -0.1383 -0.2609 -0.0262
Cl 4.4219 0.9000 -0.7862 0.1745 0.3345 -0.1036
P 3.3649 -0.3068 0.4405 0.2256 -0.1776 0.1254
C -1.9460 -0.2397 -0.2582 -0.9896 -0.9767 -2.0490
C -0.4693 -0.4739 -0.3516 -0.8203 -0.1364 1.0888
C 0.0153 0.6403 0.5410 2.0493 0.4633 -0.3248
C -1.0224 1.2784 1.0403 0.5297 0.2921 -0.0282
C -2.2554 0.7824 0.5053 -1.8993 1.4395 2.2083
H -0.0800 -0.5004 -1.3997 -0.0519 -0.3930 1.1125
H -3.2452 1.1489 0.8824 0.9541 -0.5547 -0.8712
H 1.0872 0.8457 0.6462 -0.6939 -0.0195 0.2396
H -2.7032 -0.7649 -0.8257 0.1886 -0.3988 0.0479
H -0.3584 -1.3802 0.3300 0.4714 0.3884 -1.4196
```
Forces are in eV/Å.

---

# C5H5Cl3NO3

2 unconnected molecules or ions with the total composition C5H5Cl3NO3 (ωB97M-V/def2-TZVPD, the Open Molecules 2025 dataset).

Values from the calculation:
E = -1854.25160 Eh
Highest occupied orbital energy = -14.41 eV
LUMO level = -0.1675 hartree
Charge = +1
Energy above the lowest of the compared OMol25 structures with the same formula, charge and spin = 13.3 kJ/mol

```
17
Properties=species:S:1:pos:R:3:forces:R:3
Cl -3.9036 0.0784 -1.5397 2.1004 -0.6466 -0.0787
Cl -1.5128 2.0338 -1.1771 -0.2281 0.0764 -0.0326
Cl -1.9581 -2.0867 -1.3261 0.3272 -1.0189 -0.1295
O 0.5113 2.3671 1.7366 -0.1195 -0.6472 -0.3164
O 1.3145 -0.3125 -1.7265 0.4411 -0.2020 0.1201
O 1.1540 1.2600 -0.1016 -0.2098 -1.4529 -1.6308
N -1.2109 0.3767 -1.1315 -0.8154 -1.1213 -0.2354
C 0.9765 -0.9897 0.5826 -0.8283 -1.6518 0.4979
C 0.6909 1.3156 1.2427 0.8082 0.5937 2.3011
C -2.1615 -0.4468 -1.3766 -1.9618 2.7277 0.6407
C 0.6109 -0.1110 1.7757 -1.0280 -0.4200 0.7627
C 1.0470 0.0161 -0.5209 1.3843 0.5646 -0.2849
H 1.9980 -1.4231 0.8917 -1.3863 0.3360 -1.5340
H 0.1612 -1.8163 0.3682 2.0595 1.5411 0.2926
H 1.5161 0.3855 -2.3859 -0.2557 0.1068 0.5924
H -0.4755 -0.2345 2.0009 0.8042 -0.0017 0.2862
H 1.2421 -0.4126 2.6875 -1.0921 1.2162 -1.2513
```
Forces are in eV/Å.

---

# C5H5Cl4N2

A gas-phase ion, C5H5Cl4N2 (charge +1) (ωB97M-V/def2-TZVPD, the Open Molecules 2025 dataset).

Values from the calculation:
Structure (SMILES) = [NH2+]=C1N[C@@H](Cl)C(Cl)=C(Cl)[C@H]1Cl
E = -2143.53575 Eh
Highest occupied orbital energy = -13.35 eV
LUMO level = -0.1643 hartree
Charge = +1
Energy above the lowest of the compared OMol25 structures with the same formula, charge and spin = 0.0 kJ/mol

```
16
Properties=species:S:1:pos:R:3:forces:R:3
Cl 3.1615 0.8127 -1.3153 -0.5404 -0.1399 0.2286
Cl 0.9302 2.5431 1.0269 0.0689 0.0306 -0.2374
Cl 0.2101 -1.0581 2.2621 -0.4547 0.0044 -0.3101
Cl 2.5275 -2.1359 -0.2468 -0.4913 0.1781 0.3382
N -2.2316 -0.6187 0.2660 2.1749 -2.8603 -0.0324
N -0.7370 0.9896 -0.3076 -1.4258 2.5939 -0.7286
C 1.3742 -0.8514 -0.0976 0.5367 -0.2978 -1.6822
C -1.0299 -0.2158 0.0287 1.0503 -0.1928 1.3685
C 0.5694 1.5958 -0.4073 2.1069 -3.2189 -0.4872
C 1.6691 0.3425 -0.6318 -1.9135 2.1093 1.2271
C 0.0189 -1.2070 0.4501 1.5460 -0.5290 0.5803
H 0.5586 2.1744 -1.3121 0.2967 0.5811 -0.1203
H -3.0272 -0.1309 0.1349 -3.1847 1.8416 -0.5439
H -1.5297 1.6820 -0.4475 1.2292 -1.2502 0.2629
H -2.2032 -1.6191 0.2873 -1.3229 -0.4403 0.4304
H -0.2607 -2.3031 0.3100 0.3237 1.5901 -0.2939
```
Forces are in eV/Å.

---

# C5H5ClN2O3

A single C5H5ClN2O3 molecule (ωB97M-V/def2-TZVPD, the Open Molecules 2025 dataset).

Values from the calculation:
Structure (SMILES) = C=C/C(=C/C(Cl)=N/O)[N+](=O)[O-]
E = -988.71507 Eh
Highest occupied orbital energy (spin up / spin down) = -8.83 / -8.83 eV
LUMO level (spin up / spin down) = -0.0279 / -0.0280 hartree
Energy above the lowest of the compared OMol25 structures with the same formula, charge and spin = 310.5 kJ/mol

```
16
Properties=species:S:1:pos:R:3:forces:R:3
Cl 0.1792 1.3603 -4.0721 0.0043 0.1198 0.0569
O 2.0637 -1.2653 -0.3570 0.3381 -0.2274 -0.0885
O 2.9520 0.6971 -3.2446 -1.6245 0.1005 -2.0875
O 1.9667 0.4007 1.0879 0.5534 -1.3638 -1.5133
N 2.1049 0.7933 -2.2187 -4.1081 1.5839 0.0173
N 1.5620 -0.3090 0.1391 -1.7057 1.9963 2.7676
C 0.8062 1.1060 -2.5021 4.3327 -2.4848 2.0146
C -0.8985 -0.2282 0.7010 0.9932 -0.3267 3.2165
C -0.7873 -0.5519 2.0038 -1.7031 0.2715 0.2902
C 0.1542 0.1384 -0.1563 1.6480 0.6861 -5.3066
C -0.0994 0.7789 -1.3746 1.9093 -1.0534 2.0961
H 3.8111 0.8931 -2.9340 1.4344 0.1306 0.9964
H -1.0929 1.0637 -1.4511 -1.7718 0.5537 -0.5155
H 0.1137 -0.6678 2.5829 0.3849 0.0640 -0.3429
H -1.8422 -0.1016 0.2903 -1.6907 0.2344 -0.6653
H -1.7216 -0.5994 2.6318 1.0057 -0.2848 -0.9360
```
Forces are in eV/Å.

---

# C5H5ClO2

A single C5H5ClO2 molecule (ωB97M-V/def2-TZVPD, the Open Molecules 2025 dataset).

Values from the calculation:
Structure (SMILES) = C=C1OC=C(Cl)[C@@H]1O
E = -804.03458 Eh
Highest occupied orbital energy = -8.82 eV
LUMO level = 0.0219 hartree
Energy above the lowest of the compared OMol25 structures with the same formula, charge and spin = 400.7 kJ/mol

```
13
Properties=species:S:1:pos:R:3:forces:R:3
Cl 0.4160 0.5748 -3.0972 -0.3843 -0.3180 -0.0541
O -0.8671 -1.4835 0.2515 1.7529 2.5638 -0.4077
O 1.7222 0.8865 0.0298 0.3756 -3.4612 -3.8278
C -0.4202 0.1978 2.1551 0.4631 -1.7045 -4.4952
C -0.1976 0.0557 -1.6029 0.1391 -3.0110 6.2532
C -0.6571 -1.1968 -1.0816 -0.5902 0.1016 -4.7566
C -0.3034 -0.3373 0.8398 -0.3458 5.3991 3.2168
C 0.2484 0.7388 -0.1815 0.3326 -0.5909 -1.6576
H 2.2512 0.0976 -0.6704 -2.6075 3.5911 3.2603
H -0.8350 -0.5383 2.7883 -0.4174 -0.0200 1.5365
H -1.0304 -2.0632 -1.7408 0.7204 1.4739 1.0912
H -0.1105 1.2705 2.4069 -0.3708 -2.1447 -0.4279
H -0.2165 1.7975 -0.0968 0.9324 -1.8792 0.2687
```
Forces are in eV/Å.